*P*
ORCA calculation (ωB97M-V/def2-TZVPD) on C3H3Cl2NO in the gas phase.

Computed properties:
Frontier orbital gap in eV: 9.8
Spin multiplicity: 1

Last column: Löwdin charge in e.
Cartesian coordinates (Å):
1 C -1.288 0.445 1.461  -0.64
2 C 0.138 -0.658 0.181  -0.01
3 C -0.319 1.317 0.665  -0.51
4 N -0.920 -0.806 1.142  -0.47
5 O -2.261 0.796 2.071  0.08
6 Cl 0.788 2.238 1.542  0.69
7 Cl -1.876 -2.265 1.436  0.66
8 H -0.081 -0.884 -0.820  0.07
9 H 1.126 -0.759 0.485  0.06
10 H -0.638 1.770 -0.251  0.08


*Q*
ORCA calculation (ωB97M-V/def2-TZVPD) on C3H3Cl2NO in the gas phase.

Computed properties:
Frontier orbital gap (alpha / beta) in eV: 7.2 / 7.9
Spin multiplicity: 1

Last column: Löwdin charge in e.
Cartesian coordinates (Å):
1 C -0.520 0.615 0.759  -0.30
2 C -1.883 -1.369 0.115  -0.30
3 C 1.704 -1.027 -1.509  -0.89
4 N -1.500 -0.246 0.378  0.03
5 O -2.586 -2.303 0.015  0.15
6 Cl 1.264 -0.091 -0.151  0.74
7 Cl 1.477 -0.079 -3.013  0.45
8 H -0.463 1.595 0.363  0.04
9 H -0.565 0.693 1.949  0.13
10 H 1.330 -1.997 -1.500  -0.03


It turns out *P* is the most stable, with the second structure 149.0 kJ/mol higher.


*P*
ORCA calculation (ωB97M-V/def2-TZVPD) on a 2-piece molecular cluster, C4H14NO2 overall.

Computed properties:
Frontier orbital gap in eV: 10.3
Total charge: +1
Spin multiplicity: 1

Last column: Löwdin charge in e.
Cartesian coordinates (Å):
1 C -1.372 -0.219 0.012  -0.15
2 C -0.217 -1.116 -0.248  -0.20
3 C 1.138 -0.711 0.416  -0.16
4 C 0.877 -0.161 1.897  -0.19
5 O -0.327 -0.782 2.417  -0.09
6 N -1.126 1.046 -0.799  0.16
7 H -1.686 0.056 1.003  0.12
8 H -2.126 -0.817 -0.555  0.15
9 H -0.422 -2.196 -0.064  0.14
10 H 0.176 -1.033 -1.314  0.13
11 H 1.809 -0.063 -0.141  0.10
12 H 1.567 -1.614 0.594  0.06
13 H 1.801 -0.661 2.366  0.14
14 H 0.829 0.919 1.948  0.10
15 H 0.032 -1.585 2.780  0.09
16 H -0.643 1.028 -1.781  0.15
17 H -0.679 1.855 -0.142  0.24
18 H -2.002 1.421 -1.063  0.13
19 H 1.144 1.961 -3.695  0.06
20 H 1.684 1.153 -2.587  0.09
21 O 0.808 1.469 -2.945  -0.06


*Q*
ORCA calculation (ωB97M-V/def2-TZVPD) on a 2-piece molecular cluster, C4H14NO2 overall.

Computed properties:
Frontier orbital gap in eV: 11.8
Total charge: +1
Spin multiplicity: 1

Last column: Löwdin charge in e.
Cartesian coordinates (Å):
1 O -1.682 -1.123 1.152  -0.06
2 C -0.423 -1.586 0.784  -0.25
3 C 0.664 -0.554 1.154  -0.12
4 N 0.463 0.706 0.391  0.02
5 C 1.657 1.130 -0.500  -0.18
6 C 1.645 0.337 -1.776  -0.08
7 H -2.231 -1.791 1.653  0.15
8 H -0.119 -2.545 1.174  0.13
9 H -0.371 -1.605 -0.371  0.14
10 H 0.595 -0.278 2.221  0.14
11 H 1.607 -1.078 0.922  0.14
12 H 0.174 1.553 0.845  0.16
13 H -0.317 0.430 -0.336  0.12
14 H 1.476 2.256 -0.712  0.16
15 H 2.612 1.016 0.052  0.13
16 H 0.924 0.769 -2.493  0.09
17 H 2.559 0.624 -2.317  0.10
18 H 1.406 -0.690 -1.545  0.07
19 H -2.258 0.898 -1.811  0.12
20 H -2.542 0.936 -0.234  0.07
21 O -1.840 0.946 -0.897  -0.06


*R*
ORCA calculation (ωB97M-V/def2-TZVPD) on a 3-piece molecular cluster, C4H14NO2 overall.

Computed properties:
Frontier orbital gap in eV: 12.0
Total charge: +1
Spin multiplicity: 1

Last column: Löwdin charge in e.
Cartesian coordinates (Å):
1 C -0.894 -0.781 -1.636  -0.12
2 N -0.484 -0.357 -0.162  0.10
3 C 1.033 -0.233 -0.256  -0.11
4 C 1.539 -1.298 -1.285  -0.09
5 C 0.193 -1.561 -2.279  -0.13
6 H -1.790 -1.295 -1.512  0.10
7 H -1.189 0.150 -2.196  0.15
8 H -0.720 -1.020 0.488  0.13
9 H -0.850 0.593 0.101  0.14
10 H 1.573 -0.360 0.640  0.11
11 H 1.268 0.795 -0.456  0.12
12 H 2.447 -1.088 -1.795  0.09
13 H 1.887 -2.283 -0.935  0.11
14 H -0.103 -2.658 -2.523  0.13
15 H 0.502 -1.051 -3.379  0.17
16 H -0.737 2.718 4.217  0.10
17 H 0.169 1.395 4.088  0.07
18 O -0.697 1.781 3.871  -0.07
19 H -0.441 2.606 1.509  -0.01
20 H -1.557 1.851 2.147  0.00
21 O -1.149 2.095 1.353  0.02


*S*
ORCA calculation (ωB97M-V/def2-TZVPD) on a 2-piece molecular cluster, C4H14NO2 overall.

Computed properties:
Frontier orbital gap in eV: 11.7
Total charge: +1
Spin multiplicity: 1

Last column: Löwdin charge in e.
Cartesian coordinates (Å):
1 C 1.880 -0.048 -0.289  -0.19
2 O 2.639 1.156 -0.522  -0.08
3 C 0.466 0.399 -0.709  -0.28
4 C -0.522 -0.744 -0.589  -0.17
5 C -2.004 -0.194 -0.947  -0.04
6 N 0.092 1.469 0.348  0.25
7 H 2.214 -0.934 -0.802  0.13
8 H 1.794 -0.434 0.723  0.13
9 H 3.632 0.883 -0.557  0.16
10 H 0.337 0.827 -1.690  0.15
11 H -0.210 -1.554 -1.204  0.11
12 H -0.496 -1.102 0.483  0.10
13 H -2.641 -0.976 -1.310  0.07
14 H -2.419 0.281 -0.082  0.05
15 H -1.861 0.585 -1.696  0.07
16 H 0.124 1.007 1.255  0.17
17 H -0.863 1.767 0.213  0.15
18 H 0.746 2.256 0.367  0.17
19 H -2.499 -1.508 2.837  0.05
20 H -2.423 -2.657 1.945  0.05
21 O -1.995 -1.803 2.068  -0.05


It turns out *S* is the most stable, with the second structure 21.1 kJ/mol higher.


*P*
ORCA calculation (ωB97M-V/def2-TZVPD) on a 2-piece molecular cluster, C4H14NO2 overall.

Computed properties:
Frontier orbital gap in eV: 10.5
Total charge: +1
Spin multiplicity: 1

Last column: Löwdin charge in e.
Cartesian coordinates (Å):
1 C -0.336 -1.083 0.041  -0.17
2 C -1.389 -0.309 -0.782  -0.19
3 C -1.126 1.164 -1.276  -0.19
4 C 0.287 1.518 -1.628  -0.24
5 O 0.985 0.472 -2.306  -0.10
6 N -0.040 -0.472 1.343  0.19
7 H 0.495 -1.005 -0.735  0.14
8 H -0.767 -2.087 0.123  0.14
9 H -1.769 -0.848 -1.653  0.12
10 H -2.372 -0.346 -0.175  0.13
11 H -1.681 1.798 -0.537  0.12
12 H -1.923 1.284 -2.018  0.12
13 H 0.287 2.336 -2.370  0.14
14 H 0.934 1.507 -0.751  0.11
15 H 0.578 0.062 -3.084  0.11
16 H 0.513 0.390 1.228  0.17
17 H 0.431 -0.947 2.101  0.12
18 H -0.972 -0.270 1.840  0.21
19 H 2.630 -0.380 3.825  0.05
20 H 3.068 -1.628 3.334  0.11
21 O 2.164 -1.157 3.481  -0.09


*Q*
ORCA calculation (ωB97M-V/def2-TZVPD) on a 2-piece molecular cluster, C4H14NO2 overall.

Computed properties:
Frontier orbital gap in eV: 11.4
Total charge: +1
Spin multiplicity: 1

Last column: Löwdin charge in e.
Cartesian coordinates (Å):
1 C 1.487 0.828 0.538  -0.20
2 O 1.912 2.183 0.581  -0.04
3 C 0.269 0.706 -0.383  -0.27
4 C 0.128 -0.704 -0.905  -0.21
5 C -1.112 -0.894 -1.823  -0.07
6 N -0.950 1.038 0.472  0.25
7 H 2.316 0.200 0.224  0.14
8 H 1.225 0.526 1.557  0.14
9 H 2.687 2.319 0.030  0.10
10 H 0.339 1.396 -1.188  0.15
11 H 0.976 -0.910 -1.546  0.12
12 H 0.126 -1.464 -0.135  0.09
13 H -0.763 -1.166 -2.817  0.08
14 H -1.751 -1.696 -1.460  0.07
15 H -1.720 0.004 -1.960  0.07
16 H -1.259 0.197 0.970  0.16
17 H -1.716 1.466 -0.045  0.17
18 H -0.609 1.649 1.220  0.17
19 H -2.079 -2.844 1.563  0.06
20 H -0.653 -3.329 1.189  0.06
21 O -1.223 -2.557 1.235  -0.05


It turns out *Q* is the most stable, with the second structure 133.6 kJ/mol higher.


*P*
ORCA calculation (ωB97M-V/def2-TZVPD) on a 3-piece molecular cluster, C4H14NO2 overall.

Computed properties:
Frontier orbital gap in eV: 11.2
Total charge: +1
Spin multiplicity: 1

Last column: Löwdin charge in e.
Cartesian coordinates (Å):
1 C -1.534 1.804 -0.413  -0.07
2 C -0.955 1.215 0.866  -0.21
3 C 0.447 0.720 0.805  -0.28
4 C 1.584 1.404 0.843  0.10
5 N 0.645 -0.699 0.303  0.22
6 H -2.614 1.695 -0.315  0.08
7 H -1.343 2.871 -0.489  0.08
8 H -1.165 1.310 -1.309  0.06
9 H -0.998 1.974 1.654  0.13
10 H -1.576 0.453 1.353  0.12
11 H 1.653 2.468 1.026  0.09
12 H 2.556 0.926 0.841  0.08
13 H 1.439 -1.143 0.742  0.16
14 H 0.772 -0.640 -0.716  0.09
15 H -0.167 -1.295 0.546  0.11
16 H -1.656 -3.311 0.800  0.07
17 H -0.272 -3.966 0.810  0.07
18 O -0.714 -3.112 0.764  -0.04
19 H 1.360 0.435 -2.521  0.08
20 H 0.866 -0.755 -3.276  0.08
21 O 0.696 -0.269 -2.459  -0.04


*Q*
ORCA calculation (ωB97M-V/def2-TZVPD) on a 3-piece molecular cluster, C4H14NO2 overall.

Computed properties:
Frontier orbital gap in eV: 10.8
Total charge: +1
Spin multiplicity: 1

Last column: Löwdin charge in e.
Cartesian coordinates (Å):
1 C -0.840 -0.643 0.596  -0.10
2 C -1.142 0.242 1.876  -0.14
3 C -1.972 1.489 1.406  -0.19
4 C -3.120 1.691 2.057  0.04
5 N -0.298 0.293 -0.552  0.18
6 H -1.663 -1.131 0.087  0.12
7 H -0.057 -1.365 0.855  0.12
8 H -0.198 0.713 2.097  0.11
9 H -1.551 -0.480 2.565  0.12
10 H -1.379 2.379 1.211  0.10
11 H -3.619 2.662 2.049  0.08
12 H -3.664 0.873 2.513  0.07
13 H 0.705 0.176 -0.769  0.10
14 H -0.541 1.239 -0.275  0.12
15 H -0.791 0.056 -1.408  0.16
16 H 3.708 -2.936 -2.875  0.08
17 H 4.007 -2.319 -1.543  0.06
18 O 3.312 -2.376 -2.192  -0.03
19 H 2.641 0.520 -2.524  0.08
20 H 2.535 -0.851 -1.906  0.00
21 O 2.222 0.071 -1.761  -0.08


It turns out *P* is the most stable, with the second structure 74.6 kJ/mol higher.